{
  "formula": "C7H10IN3OS",
  "method": "wB97M-V/def2-TZVPD",
  "symbols": ["C", "C", "C", "C", "C", "C", "C", "N", "N", "N", "O", "S", "I", "H", "H", "H", "H", "H", "H", "H", "H", "H", "H"],
  "positions_angstrom": [[3.228, 2.062, 0.250], [1.948, 2.112, -0.087], [1.930, 0.280, 1.244], [-0.565, -0.260, -0.065], [-1.284, -1.890, -1.513], [-2.915, -0.804, 0.210], [-1.771, -0.631, -0.803], [1.291, -0.843, 2.267], [0.025, 0.803, -0.153], [1.205, 1.071, 0.384], [1.389, 3.058, -0.855], [3.546, 0.705, 1.280], [2.686, -1.499, 3.476], [3.969, 2.911, 0.016], [-0.209, -1.036, 0.563], [-2.039, -2.370, -2.181], [-0.353, -1.663, -2.149], [-0.917, -2.676, -0.848], [-2.676, -0.043, 0.935], [-3.957, -0.484, -0.190], [-3.058, -1.767, 0.766], [-1.929, 0.173, -1.461], [0.456, 2.789, -1.084]],
  "mulliken_charge": [-0.275, 0.278, 0.554, -1.139, -1.396, -1.241, 0.640, -0.535, -0.657, 0.780, -0.521, -0.125, -0.036, 0.326, 0.750, 0.353, 0.328, 0.385, 0.386, 0.303, 0.303, 0.169, 0.368],
  "gap_ev": 7.64,
  "lumo_ev": 0.201,
  "homo_energy_ev": -7.44,
  "relative_energy_ev": 0.000,
  "total_charge": 0
}

***

{
  "formula": "C35H67BrIN5O15PS4",
  "method": "wB97M-V/def2-TZVPD",
  "symbols": ["C", "C", "O", "C", "C", "O", "C", "N", "N", "C", "S", "C", "C", "C", "C", "C", "O", "O", "P", "C", "O", "C", "C", "N", "N", "C", "C", "C", "C", "C", "C", "C", "C", "C", "C", "O", "C", "N", "C", "Br", "I", "H", "H", "H", "H", "H", "H", "H", "H", "H", "H", "H", "H", "H", "H", "H", "H", "H", "H", "H", "H", "H", "H", "H", "H", "H", "H", "H", "H", "H", "H", "H", "H", "H", "H", "H", "H", "H", "H", "H", "H", "H", "H", "H", "O", "S", "O", "O", "C", "C", "C", "H", "H", "H", "H", "H", "H", "H", "H", "O", "S", "O", "O", "C", "C", "C", "H", "H", "H", "H", "H", "H", "H", "H", "O", "S", "O", "O", "C", "C", "C", "H", "H", "H", "H", "H", "H", "H", "H"],
  "positions_angstrom": [[-0.436, -3.327, -0.973], [-1.792, -2.541, -0.400], [-2.078, -1.378, -1.253], [-2.763, -0.301, -0.511], [-1.966, 1.104, -0.926], [-0.539, 0.876, -0.740], [0.174, 1.981, -0.099], [0.921, 2.926, -1.003], [0.139, 3.287, -2.057], [0.369, 2.619, -3.221], [0.652, 1.700, -4.664], [1.494, 4.031, -0.175], [2.864, 4.697, -0.867], [3.005, 4.706, -2.460], [3.852, 3.507, -3.188], [5.252, 3.069, -2.468], [5.632, 1.772, -2.629], [6.156, 3.940, -1.698], [0.224, 5.527, -0.209], [0.209, 6.462, -1.850], [-1.433, 4.888, -0.047], [1.829, 3.649, 1.421], [1.140, 4.597, 2.538], [-0.317, 4.565, 2.799], [2.055, 2.165, 1.739], [1.685, 1.715, 3.117], [0.218, 1.595, 3.728], [-1.224, 1.214, 3.060], [-2.692, 1.137, 3.803], [-2.816, 1.464, 5.402], [-1.406, 1.804, 6.166], [0.055, 1.861, 5.383], [1.308, 2.184, 6.411], [3.576, 1.892, 1.661], [4.613, 2.317, 2.800], [4.486, 3.600, 3.483], [4.895, 1.187, 4.005], [6.384, 1.196, 4.348], [1.442, 1.226, 0.703], [1.068, -0.659, 1.229], [2.639, 0.727, -1.125], [0.536, -2.638, -0.916], [-0.623, -3.638, -2.096], [-0.276, -4.299, -0.339], [-1.557, -2.279, 0.720], [-2.682, -3.309, -0.441], [-3.897, -0.200, -0.838], [-2.632, -0.383, 0.668], [-2.442, 1.991, -0.339], [-2.129, 1.324, -2.089], [-0.568, 2.518, 0.616], [3.862, 4.278, -0.417], [2.831, 5.837, -0.506], [2.017, 4.820, -3.101], [3.618, 5.700, -2.731], [4.174, 3.957, -4.249], [3.145, 2.591, -3.484], [7.058, 3.459, -1.682], [-0.525, 7.395, -1.723], [1.286, 6.904, -2.028], [-0.090, 5.847, -2.804], [-1.973, 5.557, -0.576], [2.941, 4.099, 1.512], [1.652, 4.495, 3.617], [1.435, 5.735, 2.300], [-0.532, 4.422, 3.825], [-0.869, 3.860, 2.281], [2.223, 2.468, 3.878], [2.257, 0.701, 3.403], [-1.249, 0.931, 1.932], [-3.699, 0.852, 3.228], [-3.821, 1.449, 6.027], [-1.496, 2.019, 7.338], [1.644, 3.327, 6.388], [2.256, 1.565, 6.032], [1.108, 1.818, 7.505], [4.040, 2.426, 0.699], [3.692, 0.703, 1.622], [5.699, 2.369, 2.293], [4.961, 3.549, 4.367], [4.603, 0.142, 3.565], [4.203, 1.481, 4.902], [6.516, 0.856, 5.326], [6.785, 2.159, 4.247], [-3.979, -1.640, 5.880], [-3.704, -2.818, 6.675], [-3.434, -4.105, 6.071], [-4.886, -2.997, 7.786], [-6.233, -3.091, 7.334], [-6.516, -4.442, 6.705], [-2.382, -2.451, 7.800], [-6.464, -2.275, 6.642], [-6.874, -2.964, 8.212], [-5.940, -4.581, 5.787], [-7.578, -4.537, 6.451], [-6.239, -5.252, 7.387], [-2.583, -1.496, 8.290], [-1.459, -2.388, 7.220], [-2.304, -3.258, 8.531], [-2.867, -6.075, -2.501], [-3.125, -6.119, -3.924], [-4.446, -6.377, -4.457], [-2.067, -7.144, -4.625], [-2.015, -8.488, -4.159], [-3.215, -9.287, -4.629], [-2.520, -4.622, -4.659], [-1.923, -8.513, -3.069], [-1.105, -8.935, -4.571], [-4.141, -8.911, -4.186], [-3.114, -10.341, -4.348], [-3.325, -9.218, -5.716], [-1.511, -4.426, -4.293], [-3.190, -3.811, -4.364], [-2.528, -4.731, -5.745], [-1.422, -1.870, -9.308], [-0.211, -2.659, -9.243], [-0.044, -3.731, -8.284], [1.072, -1.656, -9.136], [1.113, -0.719, -8.064], [1.438, -1.396, -6.747], [0.136, -3.308, -10.857], [0.173, -0.163, -8.004], [1.902, 0.002, -8.300], [0.641, -2.078, -6.443], [1.564, -0.654, -5.950], [2.356, -1.987, -6.830], [0.045, -2.505, -11.592], [-0.596, -4.091, -11.065], [1.141, -3.731, -10.861]],
  "mulliken_charge": [-0.514, -0.142, -0.309, -0.319, -0.398, -0.053, 1.000, 1.836, -1.195, 0.043, -0.078, 1.236, -0.818, -0.723, 0.015, 0.250, -0.561, -0.473, -0.076, -0.867, -0.501, -0.885, -1.186, -0.320, 2.643, -1.024, 0.356, 0.471, -0.601, -0.612, -0.737, 0.249, -0.764, -0.498, -0.350, -0.513, -0.294, -0.627, -2.607, 0.123, 0.300, 0.082, -0.027, 0.318, 0.141, 0.307, 0.326, 0.127, 0.176, 0.355, 0.333, 0.381, 0.474, 0.147, 0.431, 0.462, -0.216, 0.388, 0.430, 0.251, 0.243, 0.302, -0.082, 0.213, 0.425, 0.405, 0.131, 0.313, 0.648, -0.643, 0.329, 0.284, 0.283, 0.218, 0.025, 0.422, -0.216, 0.544, 0.323, 0.413, 0.216, 0.322, 0.293, 0.257, -0.538, 1.127, -0.601, -0.279, -0.285, -0.979, -0.948, 0.277, 0.275, 0.297, 0.382, 0.261, 0.297, 0.364, 0.354, -0.618, 1.187, -0.608, -0.220, -0.338, -0.982, -0.912, 0.306, 0.262, 0.301, 0.382, 0.259, 0.173, 0.426, 0.368, -0.653, 1.221, -0.578, -0.272, -0.359, -0.665, -0.942, 0.332, 0.270, 0.218, 0.094, 0.303, 0.324, 0.371, 0.314],
  "gap_ev": 6.88,
  "lumo_ev": -3.372,
  "homo_energy_ev": -10.25,
  "total_charge": 1
}

***

{
  "formula": "C3HBrF4O",
  "method": "wB97M-V/def2-TZVPD",
  "symbols": ["C", "C", "C", "O", "F", "F", "F", "F", "Br", "H"],
  "positions_angstrom": [[1.270, 1.664, -0.092], [-1.053, 0.229, -0.014], [2.525, 0.931, 0.104], [1.154, 2.656, -0.708], [-0.770, -0.171, -1.308], [3.059, 0.502, -1.044], [2.314, -0.134, 0.897], [3.279, 1.752, 0.830], [-2.234, 1.599, 0.120], [-0.695, -0.398, 0.741]],
  "mulliken_spin": [0.513, 0.858, 0.186, 0.277, 0.044, 0.018, 0.000, 0.012, 0.089, 0.003],
  "gap_ev": [8.00, 10.06],
  "spin_multiplicity": 3,
  "s_squared": 2.01,
  "lumo_ev": [0.053, -1.398],
  "homo_energy_ev": [-7.95, -11.46],
  "total_charge": 0
}